Record 1
A structure of composition C7H16O2 in a non-equilibrium geometry, computed with ωB97M-V with the def2-TZVPD basis set.

CARTESIAN COORDINATES (ANGSTROEM)
O  1.853  -1.546  -3.175
O  1.054  0.526  -2.767
C  0.636  1.229  2.914
C  -0.570  -1.199  -2.597
C  -0.628  0.577  2.206
C  -1.940  1.306  2.439
C  -0.690  -0.983  2.571
C  -0.317  0.757  0.643
C  0.916  -0.906  -2.819
H  -1.633  -1.443  2.142
H  -2.654  0.637  2.019
H  -0.703  -1.264  3.693
H  0.845  2.280  2.520
H  -0.442  1.974  0.600
H  1.999  0.596  -2.813
H  -2.084  1.246  3.495
H  -1.438  -0.087  -2.687
H  0.441  1.255  4.005
H  -1.842  2.327  2.152
H  -0.965  -2.135  -3.319
H  -0.709  0.207  -0.337
H  1.356  0.576  2.768
H  0.040  -1.678  1.951
H  -0.770  -1.645  -1.270
H  0.869  0.633  0.479

The net atomic charges from Löwdin, expressed in e, are: number 1, O, carries 0.11; number 2, O, carries 0.01; number 3, C, carries -0.06; number 4, C, carries -0.08; number 5, C, carries -0.63; number 6, C, carries -0.08; number 7, C, carries -0.08; number 8, C, carries -0.10; number 9, C, carries -0.57; number 10, H, carries 0.07; number 11, H, carries 0.07; number 12, H, carries 0.09; number 13, H, carries 0.11; number 14, H, carries 0.11; number 15, H, carries 0.08; number 16, H, carries 0.07; number 17, H, carries 0.19; number 18, H, carries 0.09; number 19, H, carries 0.07; number 20, H, carries 0.11; number 21, H, carries 0.05; number 22, H, carries 0.00; number 23, H, carries 0.10; number 24, H, carries 0.17; number 25, H, carries 0.10


Record 2
A structure of composition C7H16O2 in a non-equilibrium geometry, computed with ωB97M-V with the def2-TZVPD basis set.

CARTESIAN COORDINATES (ANGSTROEM)
O  1.067  -1.435  -0.454
O  0.165  -0.557  -3.140
C  1.246  1.266  2.068
C  -1.422  -0.403  -0.477
C  0.837  -0.026  1.406
C  -0.251  0.650  -2.521
C  -1.546  0.489  -1.714
C  0.145  -1.017  2.322
C  1.514  -0.455  0.283
H  -1.816  -1.399  -0.715
H  -0.067  -1.959  1.818
H  -0.798  -0.613  2.699
H  2.229  0.219  -0.198
H  1.827  1.898  1.396
H  1.847  1.079  2.963
H  -1.890  1.487  -1.426
H  0.780  -1.231  3.185
H  -0.142  -1.184  -0.425
H  -2.123  -0.066  0.291
H  0.542  1.070  -1.891
H  0.665  -1.066  -2.487
H  -0.438  -0.017  0.322
H  -0.415  1.367  -3.330
H  0.366  1.828  2.390
H  -2.320  0.076  -2.366

The net atomic charges from Löwdin, expressed in e, are: number 1, O, carries -0.10; number 2, O, carries -0.07; number 3, C, carries -0.07; number 4, C, carries -0.15; number 5, C, carries -0.39; number 6, C, carries -0.27; number 7, C, carries -0.21; number 8, C, carries -0.06; number 9, C, carries -0.25; number 10, H, carries 0.11; number 11, H, carries 0.08; number 12, H, carries 0.08; number 13, H, carries 0.13; number 14, H, carries 0.07; number 15, H, carries 0.08; number 16, H, carries 0.11; number 17, H, carries 0.09; number 18, H, carries 0.12; number 19, H, carries 0.09; number 20, H, carries 0.11; number 21, H, carries 0.06; number 22, H, carries 0.14; number 23, H, carries 0.11; number 24, H, carries 0.08; number 25, H, carries 0.11


ΔE to the lowest compared entry with this formula, charge and spin: 473.1 377.7 (kJ/mol)
Gap between HOMO and LUMO: 11.4 9.4 (eV)